The following is a DFT calculation (ωB97M-V/def2-TZVPD) of an isolated molecule of H2NO4P in a non-equilibrium geometry.

Last column: natural (NBO) charge in e.
Geometry (Å):
O 2.02585 1.27248 0.35612  -0.173
N 1.42864 0.28495 0.62994  -0.180
P 0.02645 -0.30323 -0.26590  2.272
O 0.45972 -1.16460 -1.34121  -1.037
O -0.78828 -1.05862 0.96704  -0.943
O -0.89964 1.00711 -0.75803  -0.935
H -0.74973 -0.44653 1.71425  0.500
H -1.50300 0.40845 -1.30221  0.496

Calculated values
Total charge: 0
Highest occupied orbital energy (spin up / spin down) (eV): -9.8352 / -9.7864
ΔE to the lowest compared entry with this formula, charge and spin (kcal per mole): 14.2
SMILES: O=NP(=O)(O)O



The following is a DFT calculation (ωB97M-V/def2-TZVPD) of an isolated molecule of C4H8O.

Last column: natural (NBO) charge in e.
Geometry (Å):
C 1.68237 -0.23116 0.00813  -0.633
C 0.32782 0.30000 -0.41326  0.110
C -0.91279 -0.58909 -0.22624  -0.454
C -1.47066 0.62047 0.53255  -0.056
O -0.19420 1.27461 0.51371  -0.534
H 2.49108 0.44576 -0.28670  0.216
H 1.70102 -0.33828 1.09716  0.218
H 1.87190 -1.20970 -0.44756  0.212
H 0.37845 0.72817 -1.42534  0.164
H -1.44198 -0.89551 -1.13187  0.210
H -0.72780 -1.46260 0.40616  0.205
H -1.83833 0.44796 1.55082  0.175
H -2.22128 1.19566 -0.02546  0.166

Calculated values
Total charge: 0
Highest occupied orbital energy (eV): -9.5677
ΔE to the lowest compared entry with this formula, charge and spin (kcal per mole): 24.9
SMILES: C[C@H]1CCO1



The following is a DFT calculation (ωB97M-V/def2-TZVPD) of a structure of composition C5H14N2 in a non-equilibrium geometry.

Last column: natural (NBO) charge in e.
Geometry (Å):
C -0.41034 1.05721 -1.98783  -0.246
C -0.97863 0.38891 -0.81656  -0.487
C -0.08027 0.43031 0.26200  -0.539
C 1.27962 -1.03159 0.39555  -0.455
C 0.44567 -2.04639 1.33662  -0.242
N -0.29887 -1.34652 2.52288  -0.817
N -0.15193 2.47453 -1.65348  -0.838
H 0.36673 0.49641 -2.42009  0.170
H -1.12021 0.97209 -2.80161  0.177
H -1.35212 -0.66475 -1.11607  0.222
H -1.92365 1.00489 -0.27550  0.274
H 0.12398 1.45201 0.73969  0.224
H 1.18220 0.19693 0.24506  0.258
H 0.99300 -1.32935 -0.55889  0.224
H 2.30451 -1.32479 0.33221  0.257
H -0.40850 -2.62516 0.75484  0.196
H 0.99500 -2.90325 1.76750  0.207
H -0.72833 -0.59150 2.03195  0.377
H 0.34309 -0.73000 2.93631  0.328
H 0.15606 2.42184 -0.68317  0.348
H 0.68763 2.93783 -2.17676  0.360

Calculated values
Total charge: 0
Highest occupied orbital energy (eV): -7.4352
ΔE to the lowest compared entry with this formula, charge and spin (kcal per mole): 185.3



The following is a DFT calculation (ωB97M-V/def2-TZVPD) of a structure of composition C35H37IP2Sr in a non-equilibrium geometry.

Last column: Löwdin charge in e.
Geometry (Å):
Sr -0.25538 1.66252 2.31974  0.855
C -1.79685 0.91783 -3.49122  -0.098
C -1.80836 -0.38860 -3.19280  -0.146
C -1.06531 -1.46587 -3.93195  -0.179
C 0.35378 -1.08824 -4.46811  -0.185
C 1.17023 -0.25683 -3.52495  -0.115
C 1.19728 1.08815 -3.52658  -0.114
C 0.34222 1.99330 -4.35875  -0.180
C -1.08279 1.49584 -4.67509  -0.195
C 1.62038 0.67850 4.41201  -0.329
H -2.40617 1.63395 -2.91967  0.109
H -2.51216 -0.76619 -2.44711  0.093
H -1.67791 -1.78706 -4.78983  0.119
H -0.93625 -2.34824 -3.28229  0.104
H 0.89912 -2.03558 -4.61098  0.112
H 0.28228 -0.61168 -5.45669  0.103
H 1.86282 -0.84147 -2.90375  0.093
H 2.02434 1.59852 -3.03190  0.080
H 0.88044 2.15993 -5.30084  0.120
H 0.26053 2.97076 -3.86241  0.111
H -1.65633 2.36600 -5.01035  0.111
H -1.06636 0.77707 -5.50051  0.100
H 1.65661 1.56168 5.08252  -0.068
H 2.62317 0.23921 4.31005  -0.073
H 0.90809 -0.08167 4.80376  -0.104
P -1.52242 -0.72859 1.18628  0.928
P 1.73365 -0.17392 1.33221  0.921
C -0.44645 -0.94989 -0.19584  -0.305
C 0.92530 -0.79599 -0.12040  -0.300
C -2.48999 -2.19635 1.47143  -0.396
C -2.77259 -3.04770 0.39359  -0.090
C -3.53000 -4.21103 0.60134  -0.076
C -3.97393 -4.52251 1.90071  -0.069
C -3.67295 -3.66434 2.99094  -0.061
C -2.94640 -2.50091 2.76095  -0.089
C -2.71037 0.65583 0.71203  -0.358
C -2.23873 1.98221 0.47947  -0.242
C -3.09630 3.06587 0.68606  -0.086
C -4.47977 2.83120 0.74538  -0.073
C -4.98249 1.52694 0.68583  -0.061
C -4.10346 0.43686 0.70870  -0.069
C 3.20983 -1.12940 1.61161  -0.382
C 3.05126 -2.40594 2.17299  -0.087
C 4.17662 -3.17331 2.45563  -0.077
C 5.45270 -2.65075 2.18476  -0.079
C 5.60301 -1.37543 1.62497  -0.078
C 4.47512 -0.60511 1.33989  -0.077
C 2.25680 1.58780 0.98588  -0.434
C 2.51185 2.51239 2.03015  -0.178
C 2.83624 3.83042 1.72053  -0.077
C 2.96610 4.23175 0.38889  -0.078
C 2.74044 3.31154 -0.64710  -0.074
C 2.35881 2.00650 -0.34616  -0.104
H -0.92720 -1.18415 -1.16006  0.032
H 1.54638 -1.05263 -0.99439  0.055
H -2.39868 -2.80953 -0.59029  0.085
H -3.76269 -4.86532 -0.23711  0.101
H -4.56621 -5.42273 2.06471  0.101
H -4.02700 -3.92749 3.99200  0.110
H -2.71945 -1.81669 3.58562  0.035
H -1.18272 2.18324 0.18013  0.077
H -2.69254 4.08867 0.74972  0.117
H -5.16382 3.67986 0.76149  0.107
H -6.06461 1.35598 0.64025  0.113
H -4.48749 -0.58025 0.75477  0.106
H 2.03766 -2.78115 2.38851  0.116
H 4.07293 -4.16430 2.88356  0.103
H 6.33951 -3.24365 2.42293  0.103
H 6.58452 -0.98008 1.40385  0.099
H 4.56809 0.40779 0.91874  0.108
H 2.44286 2.17096 3.07955  0.040
H 3.01702 4.56306 2.52162  0.118
H 3.27209 5.24780 0.14346  0.105
H 2.88483 3.60635 -1.68185  0.101
H 2.11284 1.29205 -1.13962  0.068
I -2.03564 0.91220 4.80937  -0.171

Calculated values
Total charge: 0
Highest occupied orbital energy (eV): -5.3937
ΔE to the lowest compared entry with this formula, charge and spin (kcal per mole): 42.5



The following is a DFT calculation (ωB97M-V/def2-TZVPD) of a cluster of 9 separate species, C33H65ClO31P3 in total in a non-equilibrium geometry.

Last column: Löwdin spin population.
Geometry (Å):
Cl 1.82072 0.83815 0.43195  -0.062
O 2.90820 0.59395 1.28573  0.089
O 2.15802 1.81554 -0.52868  0.100
O 1.29144 -0.42351 -0.04321  0.450
O 0.79672 1.42476 1.16119  0.417
C -2.12468 -1.24513 0.33263  0.001
C -2.21213 -1.84223 1.63491  0.000
O -2.73321 -3.08507 1.40693  0.000
C -3.38300 -3.05575 0.20621  0.000
O -4.10709 -3.93381 -0.25890  0.000
O -3.10831 -1.88618 -0.46757  0.002
H -1.18277 -1.38892 -0.19673  0.001
H -2.10001 -0.16475 0.47502  0.000
H -2.79049 -1.25804 2.35069  0.000
H -1.20324 -2.01637 2.00895  0.000
C 6.37991 1.63394 1.24054  0.000
C 6.09588 1.79011 -0.27572  0.000
O 7.44741 2.06847 -0.76920  0.000
C 8.32048 1.74721 0.17739  0.000
O 9.51284 1.83097 0.09907  0.000
O 7.73507 1.39759 1.26724  0.000
H 5.76294 0.79538 1.56345  0.000
H 6.23676 2.57230 1.77635  0.000
H 5.38629 2.56950 -0.55344  0.000
H 5.74699 0.96283 -0.89376  0.000
C -2.67874 3.12364 1.68171  0.000
C -2.22533 4.55276 1.46041  0.000
O -3.01253 4.96702 0.25829  0.000
C -3.96025 3.98517 0.08560  0.000
O -4.85758 4.12155 -0.75447  0.000
O -3.96003 3.06336 1.05237  0.000
H -2.55732 2.85895 2.73209  0.000
H -1.96581 2.46017 1.19219  0.000
H -1.18440 4.54271 1.13720  0.000
H -2.28938 5.24145 2.30286  0.000
C 3.76051 1.04499 4.57214  0.000
C 4.99826 0.45838 5.19416  0.000
O 5.70949 1.49711 5.88919  0.000
C 4.77655 2.38899 6.16495  0.000
O 4.70767 3.26397 7.02061  0.000
O 3.69663 2.24782 5.24730  0.000
H 2.86188 0.46997 4.79555  0.000
H 4.11934 1.25168 3.56387  0.000
H 5.63064 0.06781 4.39690  0.000
H 4.64162 -0.33390 5.85236  0.000
C 1.29935 4.98925 -0.18159  0.000
C 2.63142 5.36731 -0.81048  0.000
O 2.64876 6.78743 -0.81491  0.000
C 1.35728 7.26857 -0.57133  0.000
O 0.91055 8.36072 -0.95361  0.000
O 0.59895 6.20304 -0.22902  0.000
H 1.43803 4.74895 0.87251  0.000
H 0.78182 4.11450 -0.57538  0.000
H 2.56916 4.98603 -1.82973  0.000
H 3.40413 5.05493 -0.10803  0.000
C 3.56835 -2.97715 -0.07004  0.001
C 2.63290 -4.09768 -0.58574  0.000
O 3.44165 -5.13234 -1.01972  0.000
P 2.98537 -6.28043 -2.00138  0.000
O 3.94532 -7.37541 -1.92983  0.000
O 2.93839 -5.54908 -3.49727  0.000
C 3.21018 -6.28421 -4.56306  0.000
C 1.94638 -6.34989 -5.45762  0.000
O 1.50073 -6.51680 -1.46474  0.000
C 0.38908 -6.00462 -2.13240  0.000
C -0.71905 -5.80971 -1.17630  0.000
H 4.48876 -3.43245 0.29556  0.000
H 3.76058 -2.23382 -0.84373  0.000
H 3.09555 -2.52246 0.80048  0.000
H 1.85910 -4.49116 0.07344  0.000
H 2.05257 -3.60707 -1.36716  0.000
H 3.95938 -5.73535 -5.13363  0.000
H 3.46627 -7.33604 -4.43588  0.000
H 1.07314 -6.83158 -5.01771  0.000
H 1.65286 -5.43507 -5.97242  0.000
H 2.15677 -7.07261 -6.24598  0.000
H 0.48484 -5.15886 -2.81331  0.000
H 0.06702 -6.66238 -2.93971  0.000
H -0.91149 -6.76525 -0.68845  0.000
H -0.43705 -5.10378 -0.39514  0.000
H -1.64358 -5.50334 -1.66565  0.000
C -3.29693 0.72385 -7.87920  0.000
C -2.17153 1.40250 -7.12020  0.000
O -0.90206 0.58794 -7.35352  0.000
P 0.14533 0.27941 -6.13555  0.000
O 1.53615 0.47404 -6.61006  0.000
O -0.22246 -1.22268 -5.63414  0.000
C -1.49444 -1.66340 -5.30075  0.000
C -1.60653 -3.14964 -5.52393  0.000
O -0.28027 1.33417 -4.97858  0.000
C 0.60538 1.48470 -3.82397  0.000
C 0.05587 2.54738 -2.77492  0.000
H -3.46079 -0.23001 -7.37781  0.000
H -4.33094 1.04937 -7.76525  0.000
H -3.10498 0.53604 -8.93560  0.000
H -2.10265 2.44858 -7.41863  0.000
H -2.55497 1.48575 -6.10327  0.000
H -1.82514 -1.47689 -4.27901  0.000
H -2.22663 -1.18683 -5.95257  0.000
H -1.04165 -3.71084 -4.77957  0.000
H -2.66408 -3.39972 -5.60837  0.000
H -1.17207 -3.31501 -6.50983  0.000
H 0.55829 0.48389 -3.39470  0.000
H 1.61495 1.79951 -4.08812  0.000
H 0.95833 3.00861 -2.37378  0.000
H -0.58176 3.31779 -3.20850  0.000
H -0.55742 2.15779 -1.96239  0.000
C -4.06637 3.91766 6.81059  0.000
C -4.60826 2.54646 6.56631  0.000
O -3.70365 1.93322 5.68053  0.000
P -4.19306 0.46604 5.14666  0.000
O -4.80082 -0.40669 6.19825  0.000
O -5.22731 0.73927 3.85390  0.000
C -6.28207 -0.19987 3.40893  0.000
C -7.58926 0.34031 3.87735  0.000
O -2.93363 -0.30138 4.47019  0.000
C -1.61955 -0.14641 5.13623  0.000
C -0.54583 -0.59406 4.11610  0.000
H -4.39560 4.23099 7.80130  0.000
H -2.99531 3.73168 6.89035  0.000
H -4.29893 4.63117 6.02007  0.000
H -4.62119 2.14688 7.58036  0.000
H -5.64659 2.71915 6.28321  0.000
H -6.25821 -0.36563 2.33187  0.000
H -6.10688 -1.15326 3.90740  0.000
H -8.43073 -0.35078 3.82827  0.000
H -7.62127 0.33542 4.96686  0.000
H -7.67324 1.30738 3.38152  0.000
H -1.47084 0.93335 5.12581  0.000
H -1.57391 -0.59209 6.12990  0.000
H -0.69450 -1.66157 3.95358  0.000
H -0.47079 -0.12112 3.13692  0.000
H 0.48131 -0.47920 4.46239  0.000

Calculated values
Spin multiplicity: 2
Total charge: 0
Highest occupied orbital energy (spin up / spin down) (eV): -10.9360 / -10.9360
Expectation value of S²: 0.76



| no. | calculated total energy (eV) |
| --- | --- |
| 1 | -19000.480 |
| 2 | -6324.089 |
| 3 | -8384.583 |
| 4 | -64405.789 |
| 5 | -139127.025 |